122
Properties=species:S:1:pos:R:3:forces:R:3 method="wB97M-V/def2-TZVPD" lumo_ev=-1.00 homo_ev=-8.84 energy_ev=-88918.51570 orbital_gap_ev=7.838
C 39.793274 -8.437815 28.381722 0.174 -0.322 0.284
N 39.098581 -9.594799 27.732402 -0.213 0.468 -0.768
C 40.004022 -10.432047 26.881933 0.653 1.561 0.304
C 38.481841 -10.456147 28.732880 -0.451 -0.398 1.328
C 38.041616 -9.038289 26.846694 -0.381 -1.367 -2.126
C 36.786900 -8.687258 27.510767 -2.178 -0.101 1.658
O 37.088457 -7.838527 28.594560 0.031 0.921 0.083
H 39.204387 -7.563098 28.169184 0.167 0.330 0.049
H 40.802277 -8.373749 27.998765 0.190 0.089 0.021
H 39.765240 -8.608626 29.450766 0.311 0.101 0.110
H 40.819195 -10.770919 27.513558 -0.128 -0.494 0.012
H 40.447407 -9.752904 26.150875 -0.146 -0.188 -0.172
H 39.410130 -11.183009 26.398994 0.001 -0.554 -0.029
H 37.857689 -9.853360 29.392296 0.197 0.019 -0.023
H 39.290999 -10.889905 29.312329 -0.127 -0.251 -0.037
H 37.823428 -11.198791 28.292864 0.237 -0.207 -0.277
H 37.790315 -9.864881 26.179667 -0.086 0.083 -0.226
H 38.416472 -8.255347 26.191888 0.414 0.166 0.337
H 36.233036 -9.555229 27.917685 0.457 -0.102 -0.299
H 36.044470 -8.292218 26.805077 0.514 0.380 -0.149
H 36.331138 -7.741465 29.203519 -0.041 -0.424 0.013
Cl 33.273801 -11.068009 28.796518 0.852 -0.872 -0.772
O 34.591345 -11.668264 29.028621 -1.018 0.282 -0.232
O 32.297561 -12.093610 28.405857 0.588 0.366 0.183
O 32.829132 -10.456949 30.019413 -0.080 0.462 -0.046
O 33.381073 -10.112876 27.705521 -0.094 -0.113 0.655
C 34.280469 -14.622555 26.131737 -0.238 0.012 1.378
N 35.179668 -13.818210 25.318006 -0.621 -0.892 2.868
O 35.873409 -13.027003 25.863324 1.575 2.465 1.883
O 35.262529 -14.071953 24.193030 -0.081 -1.070 -5.563
H 33.602624 -13.962843 26.664295 -0.179 0.008 -0.274
H 34.905507 -15.064239 26.906875 -0.026 -0.214 -0.139
H 33.810657 -15.347780 25.498801 -0.334 -0.225 -0.068
C 34.822778 -10.364703 24.188690 -0.078 0.184 0.370
N 35.453657 -9.140574 23.597063 -3.781 -3.490 -1.820
O 36.368304 -8.716594 24.137801 5.442 2.670 3.950
O 35.077790 -8.760064 22.537274 -1.465 0.764 -2.198
H 34.048088 -10.730937 23.541769 -0.175 -0.038 -0.316
H 34.411439 -10.109502 25.164423 0.119 0.017 0.050
H 35.643622 -11.066316 24.292243 -0.091 -0.167 0.097
C 33.939989 -6.665582 29.278975 -1.273 -0.001 0.272
C 34.349025 -6.875971 30.736022 1.352 1.214 -0.835
C 33.238079 -6.701183 31.749457 0.362 0.998 -0.022
O 32.446050 -5.573719 31.366885 2.064 -1.870 -2.480
C 31.571232 -5.256115 32.302403 -2.695 1.363 2.749
N 35.100201 -8.126886 30.845200 -0.937 -0.776 0.471
H 33.536809 -7.596730 28.867426 0.274 0.063 -0.259
H 34.735790 -6.223566 28.686041 0.258 -0.417 -0.113
H 33.125964 -5.935342 29.238188 0.098 -0.107 0.019
H 35.093101 -6.079647 30.889616 -0.242 0.003 0.436
H 33.703933 -6.380052 32.700291 -0.156 -0.774 0.078
H 32.648901 -7.627218 31.848827 -0.107 0.307 0.068
H 32.039172 -4.704477 33.133016 -0.007 -0.026 0.160
H 31.015835 -6.095708 32.747229 0.320 0.009 -0.175
H 30.794415 -4.606647 31.895554 0.090 0.150 -0.159
H 34.368583 -8.860048 30.800566 0.761 -0.018 -0.245
H 35.502878 -8.227320 31.781906 -0.065 0.143 -0.302
C 29.553336 -8.393699 32.687317 0.344 -0.112 0.515
C 29.920382 -9.868689 32.890649 2.135 0.059 2.603
C 29.241872 -10.851996 32.025127 1.392 -0.149 -1.777
O 27.895000 -10.947808 32.241842 -0.959 0.677 0.593
C 27.211674 -11.427813 31.133746 -1.335 -0.497 -0.182
N 31.424384 -10.193890 32.861250 -1.077 0.572 -1.661
H 28.651326 -8.143063 33.252724 -0.149 -0.115 -0.371
H 29.465339 -8.074043 31.646638 -0.070 -0.186 -0.027
H 30.335922 -7.780121 33.151433 -0.122 -0.238 -0.101
H 29.773835 -10.120735 33.961301 -0.796 0.237 -0.462
H 29.739638 -11.828293 32.091939 -0.020 -0.026 0.147
H 29.431190 -10.483459 30.993179 -0.074 -0.288 0.041
H 26.147351 -11.380113 31.387042 0.105 -0.208 0.037
H 27.471919 -12.477659 30.942606 0.044 0.124 -0.232
H 27.298599 -10.828726 30.215268 0.556 -0.016 0.202
H 31.925109 -9.386620 33.222950 -0.080 -0.056 0.090
H 31.699203 -10.247453 31.863925 0.040 -0.061 0.657
C 31.441776 -15.117498 30.523841 0.660 -0.609 0.346
C 31.846367 -15.932486 29.284928 -1.754 0.355 0.288
C 30.956696 -17.188253 29.142144 1.236 -0.167 -0.695
O 31.242221 -18.142376 30.113158 0.440 -0.838 0.786
C 32.395736 -18.930119 29.836662 -0.469 0.461 0.035
N 31.626467 -15.142305 28.081548 0.202 -0.258 -0.929
H 31.775160 -15.600696 31.450497 0.024 0.086 -0.116
H 30.357020 -15.035735 30.601356 -0.040 0.151 -0.226
H 31.891734 -14.126871 30.460692 -0.086 0.064 0.127
H 32.872054 -16.300186 29.332185 0.142 0.342 0.034
H 31.204610 -17.625921 28.153246 -0.479 0.234 0.057
H 29.889311 -17.010567 29.240362 -0.106 0.492 -0.220
H 32.244688 -19.505651 28.912414 0.111 0.041 0.114
H 32.513288 -19.596108 30.684707 0.077 -0.137 -0.009
H 33.292726 -18.304652 29.743551 -0.047 -0.169 -0.036
H 30.650051 -15.180287 27.804032 0.093 0.055 0.137
H 31.895220 -14.167280 28.154846 -0.042 -0.089 0.413
C 40.215033 -11.221674 31.806892 0.340 1.587 -0.266
C 39.809291 -11.543134 33.195835 0.828 -2.303 1.544
C 38.335742 -11.764154 33.382741 -1.047 -0.533 0.133
O 37.820009 -12.553364 32.309395 0.929 0.041 0.525
C 36.621670 -12.114410 31.777127 -1.033 0.590 -0.438
N 40.568233 -12.800679 33.565593 -0.379 0.025 0.133
H 39.987405 -10.165581 31.603236 -0.093 -0.143 -0.219
H 39.696857 -11.848190 31.091595 0.054 -0.218 0.004
H 41.293025 -11.325647 31.743314 0.120 -0.132 -0.244
H 40.149675 -10.866026 33.985791 -0.040 0.508 -0.516
H 37.766882 -10.830856 33.522307 0.107 -0.097 -0.324
H 38.196327 -12.368387 34.295440 -0.028 0.396 -0.034
H 36.327249 -12.797744 30.986565 -0.053 -0.093 -0.033
H 36.695635 -11.110035 31.323689 0.079 -0.088 0.094
H 35.809610 -12.070682 32.515922 0.086 -0.086 -0.008
H 40.280474 -13.097422 34.501634 0.169 0.171 -0.262
H 40.309792 -13.587312 32.965967 -0.061 0.386 -0.055
C 31.045403 -14.474948 24.449243 -0.132 -0.996 -0.949
C 30.844790 -13.556374 25.373432 0.086 1.708 0.229
C 29.512990 -13.346384 26.040544 -1.158 0.022 0.183
O 29.281043 -12.428527 26.819126 0.882 -0.908 -0.771
C 28.458321 -14.287088 25.624534 -0.573 1.411 1.581
C 28.649719 -15.222790 24.730308 0.907 -1.093 -0.948
C 29.994444 -15.434147 24.101679 0.896 0.303 0.588
O 30.196843 -16.423631 23.433456 -0.316 -0.124 -0.489
O 27.744834 -16.136163 24.432637 -1.113 -0.300 -0.400
O 31.762967 -12.612046 25.598429 -0.116 -0.015 1.290
H 31.994679 -14.534405 23.931427 -0.054 -0.093 -0.002
H 27.496389 -14.179551 26.114125 0.075 0.022 -0.009
H 27.955703 -16.582027 23.594986 0.410 -0.018 0.314
H 31.583098 -12.247715 26.506395 0.327 0.221 -0.588

115
Properties=species:S:1:pos:R:3:forces:R:3 method="wB97M-V/def2-TZVPD" smiles="COCCCN(S)C(=O)ON.COCCOCCOC.COCCOCCOC.COCCOCCOC.COCCOCCOC" lumo_ev=0.26 relative_energy_kcal_mol=16.2 homo_ev=-8.98 energy_ev=-75693.33986 orbital_gap_ev=9.240
C -2.570226 0.428790 1.127975 -0.328 0.136 -0.099
O -2.019677 0.596501 -0.158992 0.167 0.061 -0.030
C -0.605249 0.548930 -0.174154 -0.171 0.241 -0.335
C -0.059395 -0.855425 -0.296658 0.362 -0.342 0.351
C 1.314494 -1.058489 0.352959 -0.980 0.238 -0.538
N 1.334210 -0.535572 1.725427 0.534 0.641 -0.259
S 2.793553 0.250644 2.159054 0.324 -0.096 0.134
C 0.931166 -1.496199 2.681346 -1.953 1.946 -0.585
O 1.565808 -2.365129 3.088170 2.307 -2.889 1.264
O -0.375467 -1.311529 3.081756 -0.408 0.587 -0.502
N -0.368205 -0.814898 4.421035 0.066 -0.004 0.538
H -1.841927 0.546531 1.921558 0.317 -0.012 0.102
H -3.332919 1.185806 1.261082 -0.283 0.235 0.070
H -3.049742 -0.536124 1.239514 -0.026 -0.400 0.006
H -0.283018 1.099184 -1.048008 -0.029 0.347 -0.283
H -0.232662 1.098444 0.683184 0.276 -0.111 0.332
H -0.744007 -1.590177 0.104598 -0.421 -0.065 0.293
H 0.036043 -1.098547 -1.345906 0.010 -0.234 -0.338
H 2.046628 -0.560105 -0.256909 0.497 0.445 0.106
H 1.554889 -2.113100 0.324379 0.203 -0.377 0.132
H 2.320370 1.388273 2.709958 -0.272 -0.131 -0.237
H -1.315197 -0.996613 4.726211 -0.098 -0.196 0.096
H -0.302835 0.200348 4.356489 -0.036 0.034 -0.256
C 10.049449 -2.903952 6.588409 -0.128 0.057 0.047
O 8.880915 -2.200889 6.232601 0.056 -0.110 -0.242
C 9.159953 -0.913842 5.706164 -0.177 -0.118 0.221
C 8.047406 -0.447210 4.792552 0.009 0.098 -0.095
O 8.079516 -1.029900 3.496879 0.008 -0.031 0.058
C 7.651784 -2.381572 3.376882 0.024 0.032 -0.141
C 6.152628 -2.562106 3.472740 0.000 -0.187 0.267
O 5.722881 -2.511403 4.821779 0.069 0.273 0.029
C 4.367655 -2.121842 4.932662 0.106 -0.119 0.071
H 10.595546 -2.383385 7.383757 0.086 -0.032 -0.029
H 9.749009 -3.885837 6.949327 -0.037 0.027 0.032
H 10.705102 -3.037536 5.719920 0.066 0.042 0.044
H 10.102721 -0.925069 5.146757 0.005 0.018 -0.019
H 9.253301 -0.212885 6.547308 0.098 0.115 -0.096
H 8.191849 0.622669 4.623034 0.029 -0.015 -0.031
H 7.070260 -0.574665 5.261234 0.036 -0.163 0.094
H 8.173730 -3.027797 4.084055 -0.116 0.007 0.142
H 7.955958 -2.683667 2.371895 -0.004 0.052 -0.008
H 5.880005 -3.544229 3.061520 0.001 0.065 -0.175
H 5.658026 -1.780344 2.883774 0.005 -0.002 -0.032
H 4.215150 -1.129855 4.494043 -0.093 -0.064 -0.058
H 4.118152 -2.076408 5.991631 0.054 -0.062 0.010
H 3.710284 -2.844707 4.441541 -0.077 0.095 -0.036
C 0.109338 6.984509 -3.212139 -0.049 0.054 0.132
O 0.090209 6.667014 -1.838045 0.204 -0.130 -0.135
C -0.591762 5.452470 -1.571016 -0.039 0.341 0.209
C -0.079027 4.832717 -0.287820 -0.010 -0.219 -0.045
O 1.167725 4.161024 -0.441012 -0.065 0.073 0.053
C 2.324767 4.972396 -0.603056 0.084 -0.178 -0.019
C 2.780933 5.656495 0.667171 -0.037 0.310 -0.117
O 1.983715 6.796664 0.943746 -0.199 -0.170 0.085
C 1.981352 7.133857 2.312242 0.036 0.052 -0.131
H -0.906107 7.137495 -3.594817 0.022 -0.032 -0.089
H 0.675684 7.906134 -3.331851 -0.030 0.021 0.043
H 0.603709 6.194096 -3.788874 -0.073 -0.013 -0.050
H -0.457981 4.742254 -2.395385 0.008 -0.024 0.010
H -1.661800 5.680166 -1.467178 -0.051 -0.201 -0.029
H -0.784906 4.054287 0.015163 0.031 -0.040 -0.064
H -0.037389 5.564551 0.520117 0.040 0.171 -0.117
H 2.196383 5.689830 -1.414307 -0.054 0.142 0.109
H 3.113494 4.278440 -0.903047 -0.025 -0.034 0.038
H 3.821323 5.987202 0.544960 0.066 -0.166 0.044
H 2.729374 4.942818 1.498208 0.013 -0.030 -0.001
H 1.591254 6.306939 2.917807 0.076 -0.002 0.048
H 1.328582 7.995052 2.441512 0.023 0.020 -0.046
H 2.988483 7.396287 2.655986 -0.013 -0.035 0.085
C -4.395379 -3.442020 -4.372123 0.082 -0.089 -0.088
O -3.164653 -4.116594 -4.511238 -0.014 0.012 0.269
C -2.056345 -3.232430 -4.483693 -0.102 -0.215 -0.193
C -0.805483 -3.942215 -4.012378 0.092 0.107 0.054
O -0.747515 -4.130792 -2.604178 -0.025 -0.033 -0.028
C -1.586631 -5.135535 -2.046985 0.067 0.072 0.138
C -1.115789 -6.548731 -2.312556 -0.258 -0.093 -0.165
O -1.452059 -6.955325 -3.629375 0.196 0.159 -0.093
C -0.607025 -7.976163 -4.110297 -0.130 0.028 0.026
H -4.561274 -2.749410 -5.205365 -0.051 0.065 0.055
H -5.185840 -4.190071 -4.370302 0.024 -0.021 -0.042
H -4.434026 -2.892045 -3.424276 -0.009 0.069 -0.045
H -2.259629 -2.385040 -3.817829 0.024 0.017 0.011
H -1.894200 -2.853800 -5.502302 0.086 0.146 0.059
H 0.044441 -3.296008 -4.245261 -0.011 0.018 0.043
H -0.654939 -4.881675 -4.546004 -0.187 -0.052 -0.020
H -2.624775 -5.000247 -2.352970 -0.001 -0.111 -0.150
H -1.541069 -4.971877 -0.967613 0.047 0.012 -0.011
H -1.608320 -7.231301 -1.606669 0.119 0.037 0.131
H -0.031327 -6.601012 -2.160837 0.012 0.011 0.026
H 0.437524 -7.643527 -4.126823 0.022 -0.068 0.054
H -0.912413 -8.208249 -5.128830 -0.053 0.003 0.019
H -0.693692 -8.881208 -3.498181 0.087 -0.023 -0.010
C -4.161705 3.153146 -1.327228 -0.020 -0.026 -0.203
O -4.971061 2.312538 -2.118825 -0.184 0.040 0.224
C -4.672554 0.936402 -1.927116 -0.140 0.209 -0.297
C -5.876566 0.076846 -2.242572 0.014 -0.087 0.017
O -6.856802 0.052840 -1.211483 0.002 0.035 -0.038
C -7.676591 1.203782 -1.061686 -0.021 -0.089 0.110
C -8.740450 1.346300 -2.128559 0.104 0.281 -0.111
O -8.188414 1.860143 -3.330074 0.111 -0.236 -0.044
C -8.946961 1.508824 -4.464639 0.049 0.105 0.068
H -3.105104 3.043166 -1.597359 0.041 0.004 0.146
H -4.471282 4.181579 -1.509197 -0.019 -0.020 -0.061
H -4.295566 2.934579 -0.261023 0.114 -0.028 0.007
H -4.359336 0.753709 -0.897963 0.032 -0.038 0.008
H -3.847248 0.670450 -2.600139 0.069 -0.163 0.131
H -5.528498 -0.956041 -2.323054 -0.013 0.005 0.058
H -6.318315 0.347462 -3.203201 0.020 0.172 0.004
H -7.076600 2.111337 -0.978858 0.002 0.052 -0.181
H -8.188242 1.061300 -0.106772 0.000 -0.043 -0.014
H -9.510768 2.047351 -1.778587 -0.084 -0.128 0.094
H -9.203087 0.368635 -2.307240 -0.008 -0.017 0.022
H -9.008216 0.419363 -4.571924 -0.090 0.006 0.003
H -8.443492 1.914868 -5.340063 0.007 0.046 0.031
H -9.957992 1.928889 -4.409251 -0.038 -0.071 -0.043